The following is a DFT calculation (ωB97M-V/def2-TZVPD) of a structure of composition C28H53N5O6ReS2Si at a distorted geometry.

Each line ends with the Löwdin charge.
Element x y z (Å)
Re: 1.629 -1.904 2.432  1.52
C: 0.856 -5.457 0.024  0.02
C: 0.863 -4.127 0.693  -0.22
N: 1.886 -3.611 1.290  -0.07
C: 3.195 -4.280 1.415  -0.14
C: 3.799 -3.931 2.772  -0.14
N: 3.650 -2.476 3.080  -0.16
C: 4.699 -1.592 2.503  -0.14
C: 4.256 -1.028 1.173  -0.17
N: 2.883 -0.499 1.306  -0.17
C: 2.816 0.890 1.882  -0.13
C: 1.625 1.006 2.842  -0.12
N: 0.707 -0.073 2.459  -0.10
C: -0.538 0.062 2.115  -0.30
C: -1.386 1.269 2.288  0.03
C: -1.038 -1.146 1.493  -0.23
C: -2.302 -1.359 0.950  0.05
C: -2.566 -2.553 0.320  0.00
C: -1.556 -3.513 0.207  0.05
C: -0.316 -3.256 0.736  -0.17
N: -0.066 -2.080 1.381  -0.02
H: 1.804 -5.661 -0.468  0.10
H: 0.068 -5.519 -0.722  0.09
H: 0.680 -6.243 0.764  0.12
H: 3.826 -3.950 0.589  0.13
H: 3.092 -5.362 1.350  0.13
H: 4.850 -4.222 2.788  0.13
H: 3.282 -4.477 3.559  0.13
H: 3.635 -2.360 4.090  0.12
H: 5.631 -2.147 2.382  0.14
H: 4.886 -0.797 3.224  0.13
H: 4.233 -1.806 0.411  0.12
H: 4.951 -0.257 0.834  0.14
H: 2.480 -0.419 0.375  0.04
H: 2.705 1.587 1.052  0.11
H: 3.749 1.120 2.393  0.13
H: 1.162 1.986 2.767  0.12
H: 1.922 0.841 3.875  0.12
H: -0.841 2.106 2.715  0.09
H: -2.194 1.008 2.977  0.12
H: -1.826 1.570 1.336  0.07
H: -3.052 -0.583 1.008  0.12
H: -3.541 -2.741 -0.108  0.13
H: -1.751 -4.448 -0.299  0.13
C: -3.539 3.646 -0.152  -0.01
C: -3.638 2.415 -1.038  -0.61
C: -3.899 2.803 -2.486  -0.01
C: -4.700 1.459 -0.532  -0.02
O: -2.370 1.675 -0.947  -0.18
Si: -1.018 1.932 -1.821  -0.09
S: 0.409 0.623 -0.819  0.64
O: -0.624 3.489 -1.722  -0.14
C: 0.280 4.349 -2.473  -0.62
C: 1.549 3.583 -2.808  -0.04
C: -0.448 4.792 -3.731  -0.02
C: 0.576 5.524 -1.563  -0.02
O: -1.062 1.473 -3.366  -0.14
C: -1.172 0.218 -4.084  -0.63
C: 0.224 -0.364 -4.228  -0.03
C: -2.093 -0.729 -3.329  -0.03
C: -1.746 0.575 -5.441  -0.01
H: -4.435 4.258 -0.260  0.10
H: -2.674 4.249 -0.428  0.08
H: -3.453 3.364 0.900  0.08
H: -4.864 3.305 -2.566  0.10
H: -3.917 1.923 -3.131  0.08
H: -3.135 3.491 -2.856  0.08
H: -5.690 1.905 -0.628  0.10
H: -4.540 1.231 0.525  0.08
H: -4.686 0.530 -1.107  0.09
H: 1.347 2.775 -3.516  0.08
H: 1.993 3.157 -1.905  0.07
H: 2.277 4.256 -3.262  0.10
H: -0.766 3.925 -4.312  0.08
H: 0.207 5.402 -4.355  0.10
H: -1.327 5.387 -3.477  0.09
H: 1.015 5.177 -0.625  0.09
H: -0.338 6.074 -1.336  0.09
H: 1.278 6.207 -2.043  0.10
H: 0.668 -0.567 -3.248  0.04
H: 0.872 0.329 -4.766  0.10
H: 0.186 -1.304 -4.782  0.10
H: -1.686 -0.974 -2.344  0.05
H: -2.214 -1.654 -3.894  0.10
H: -3.079 -0.280 -3.194  0.08
H: -1.112 1.312 -5.935  0.10
H: -2.748 0.995 -5.338  0.09
H: -1.807 -0.311 -6.074  0.10
C: 0.288 -3.076 6.343  -0.10
S: 0.430 -2.215 4.836  0.51
O: -0.774 -1.459 4.671  -0.26
O: 1.712 -1.425 4.717  -0.40
O: 0.655 -3.287 3.785  -0.42
H: -0.194 -2.409 7.054  0.09
H: 1.269 -3.386 6.697  0.08
H: -0.342 -3.939 6.139  0.09

## Properties
<S²>: 0.754
Multiplicity: 2
Charge: +2
Orbital gap (alpha / beta) (eV): 6.9 / 6.1
ΔE to the lowest compared entry with this formula, charge and spin (kJ/mol): 0.0
DFT total energy (eV): -81303.2632

=====

The following is a DFT calculation (ωB97M-V/def2-TZVPD) of a structure of composition C11H14N2O5PdS.

Each line ends with the Löwdin charge.
Element x y z (Å)
Pd: 0.259 -1.066 -0.458  0.27
C: 1.060 2.180 1.825  -0.26
C: -0.285 2.566 1.193  -0.23
N: -0.737 1.945 -0.024  -0.09
C: -0.047 2.218 -1.268  -0.30
C: 1.453 1.910 -1.375  -0.44
S: 1.931 0.158 -0.995  0.73
C: 3.107 0.500 0.382  -0.47
C: 2.546 0.234 1.789  -0.32
N: 1.222 0.762 2.064  -0.09
H: 1.880 2.593 1.226  0.08
H: 1.104 2.722 2.783  0.10
H: -1.063 2.409 1.946  0.11
H: -0.245 3.651 1.018  0.11
H: -0.875 0.935 0.027  0.06
H: -0.566 1.636 -2.032  0.11
H: -0.178 3.280 -1.524  0.10
H: 1.771 2.118 -2.401  0.06
H: 2.026 2.573 -0.729  0.04
H: 3.970 -0.153 0.221  0.05
H: 3.473 1.524 0.278  0.05
H: 2.481 -0.847 1.921  0.10
H: 3.266 0.616 2.526  0.10
H: 0.606 0.187 1.472  0.04
O: -4.505 -5.248 -1.401  0.02
C: -3.688 -4.359 -1.184  -0.33
C: -2.665 -4.357 -0.094  -0.34
O: -2.561 -5.202 0.798  0.00
C: -1.847 -3.164 -0.302  -0.34
C: -2.390 -2.376 -1.390  -0.36
O: -1.912 -1.276 -1.742  -0.07
C: -3.530 -3.101 -1.977  -0.33
O: -4.237 -2.752 -2.921  0.01
O: -0.824 -2.817 0.349  -0.14

## Properties
Charge: -2
Orbital gap (eV): 4.6
ΔE to the lowest compared entry with this formula, charge and spin (kJ/mol): 0.0
DFT total energy (eV): -39166.3209

=====

The following is a DFT calculation (ωB97M-V/def2-TZVPD) of a structure of composition C18H24N8RuS2 at a distorted geometry.

Each line ends with the Löwdin charge.
Element x y z (Å)
Ru: -1.664 0.796 -0.649  1.14
N: -2.433 -0.977 0.615  -0.07
C: -3.398 -1.774 -0.129  -0.27
C: -2.785 -2.180 -1.427  -0.14
N: -2.374 -0.875 -2.146  -0.19
C: -3.421 -0.191 -2.860  -0.23
C: -2.879 1.045 -3.554  -0.24
N: -2.178 1.953 -2.682  -0.05
H: -1.726 -1.655 0.955  0.11
H: -2.762 -0.392 1.421  0.10
H: -4.319 -1.182 -0.185  0.11
H: -3.604 -2.680 0.393  0.11
H: -3.539 -2.687 -2.004  0.12
H: -1.860 -2.811 -1.197  0.15
H: -1.640 -1.087 -2.806  0.06
H: -4.162 0.219 -2.152  0.11
H: -3.927 -0.825 -3.550  0.12
H: -3.742 1.490 -3.914  0.10
H: -2.295 0.845 -4.427  0.12
H: -2.826 2.671 -2.414  0.09
H: -1.316 2.305 -3.063  0.08
S: 0.335 0.057 -1.693  0.70
C: 1.498 0.421 -0.605  -0.82
N: 2.790 0.002 -0.954  0.03
N: 3.731 -0.143 -0.168  0.01
C: 5.040 -0.652 -0.566  -0.12
C: 5.446 -1.196 -1.855  -0.02
C: 6.762 -1.611 -1.901  -0.05
C: 7.563 -1.549 -0.670  -0.08
C: 7.171 -1.093 0.563  -0.11
C: 5.884 -0.557 0.689  0.01
N: 1.335 0.632 0.739  0.03
N: 0.199 0.995 1.108  -0.04
C: -0.322 1.231 2.347  -0.30
C: 0.221 0.673 3.501  -0.02
C: -0.396 0.807 4.749  -0.07
C: -1.639 1.406 4.835  -0.04
C: -2.263 1.922 3.627  -0.03
C: -1.520 1.936 2.447  -0.07
H: 3.463 -0.039 0.825  0.15
H: 4.631 -1.201 -2.616  0.12
H: 7.129 -2.131 -2.799  0.11
H: 8.607 -2.009 -0.607  0.13
H: 7.882 -1.112 1.398  0.12
H: 5.537 0.099 1.465  0.10
H: 1.042 0.019 3.487  0.09
H: 0.115 0.433 5.631  0.11
H: -2.179 1.473 5.768  0.10
H: -3.272 2.385 3.551  0.12
H: -2.099 2.098 1.556  0.03
S: -5.883 1.610 1.292  0.67
C: -4.481 1.588 0.615  -1.04
N: -3.476 1.497 0.020  -0.15

## Properties
<S²>: 8.808
Multiplicity: 6
Charge: +1
Orbital gap (alpha / beta) (eV): 5.9 / 5.7
DFT total energy (eV): -55217.3336

=====

The following is a DFT calculation (ωB97M-V/def2-TZVPD) of an isolated molecule of C10H19NO at a distorted geometry.

Each line ends with the Löwdin charge.
Element x y z (Å)
C: -2.155 -1.515 1.523  -0.05
C: -2.737 -0.614 0.425  -0.18
C: -1.988 -0.520 -0.938  -0.28
N: -0.759 -0.085 -0.794  -0.24
C: -0.777 1.216 -1.025  -0.29
C: 0.343 1.949 -0.128  -0.19
C: 0.338 1.590 1.476  -0.04
H: 1.274 2.196 1.656  0.09
H: -0.523 2.114 1.704  0.04
H: 0.521 0.596 1.441  0.00
H: 1.264 1.887 -0.621  0.04
H: 0.231 3.214 -0.428  0.16
H: -1.690 1.588 -0.513  0.13
H: -0.799 1.801 -1.897  0.11
C: 0.201 -0.702 -1.707  -0.07
C: 1.397 -0.835 -0.729  0.08
C: 2.504 -1.105 -0.156  0.02
C: 3.704 -1.073 0.574  -0.27
H: 3.692 -0.703 1.492  0.09
O: 4.650 -0.013 0.162  -0.14
H: 4.706 -0.127 -1.005  0.21
H: 4.032 -1.943 0.544  0.04
H: 0.390 -0.016 -2.462  0.11
H: -0.171 -1.649 -1.674  0.09
H: -2.069 -1.478 -1.486  0.13
H: -2.654 -0.042 -1.676  0.13
H: -2.913 0.227 0.822  0.01
H: -3.881 -0.771 0.229  0.15
H: -1.243 -1.264 1.651  -0.01
H: -2.654 -1.483 2.481  0.09
H: -2.236 -2.441 1.058  0.06

## Properties
Orbital gap (eV): 9.6
SMILES string: CCCN(CC#CCO)CCC
ΔE to the lowest compared entry with this formula, charge and spin (kJ/mol): 971.6
DFT total energy (eV): -14205.5628

=====

The following is a DFT calculation (ωB97M-V/def2-TZVPD) of a structure of composition C11H17BN6OZn at a distorted geometry.

Each line ends with the Löwdin charge.
Element x y z (Å)
H: 0.631 2.011 1.914  0.09
N: 0.812 0.807 0.133  -0.11
B: 0.218 0.116 -2.404  -0.48
N: 0.505 1.075 -1.215  0.01
C: 0.472 2.413 -1.350  -0.06
Zn: 2.204 -0.429 0.819  0.66
H: 0.388 2.853 -2.322  0.12
C: 0.585 2.996 -0.089  -0.07
H: 0.624 4.056 0.104  0.10
C: 0.695 1.980 0.837  -0.15
H: 0.499 0.660 -3.475  0.11
C: -0.377 -0.913 3.822  0.01
H: 0.665 -0.760 4.201  0.03
H: -0.668 -1.932 3.580  0.04
H: -0.776 -0.127 3.110  0.06
N: -1.387 -0.171 -2.611  -0.06
N: 1.173 -1.058 -2.153  0.01
N: -2.043 -0.937 -1.651  0.03
N: 1.651 -1.573 -0.906  -0.07
C: -2.288 0.219 -3.570  -0.12
C: 1.872 -1.690 -3.130  -0.07
H: -2.019 0.805 -4.439  0.10
H: 1.897 -1.360 -4.156  0.12
C: -3.555 -0.265 -3.193  -0.10
C: 2.637 -2.698 -2.557  -0.07
C: -3.342 -0.956 -1.957  -0.18
C: 2.388 -2.665 -1.183  -0.17
H: -4.503 -0.161 -3.703  0.07
H: 3.324 -3.348 -3.081  0.09
H: -4.090 -1.447 -1.324  0.09
H: 2.719 -3.358 -0.435  0.10
H: -0.841 -0.399 4.784  -0.04
C: -0.001 1.310 5.544  -0.19
O: -1.025 0.347 5.803  -0.16
H: 0.907 0.694 5.373  0.06
H: 0.184 2.037 6.319  0.08
H: -0.136 1.869 4.558  0.09

## Properties
Orbital gap (alpha / beta) (eV): 6.4 / 7.1
ΔE to the lowest compared entry with this formula, charge and spin (kJ/mol): 61.8
DFT total energy (eV): -71760.3758

=====

The following is a DFT calculation (ωB97M-V/def2-TZVPD) of a cluster of 2 separate species, C2N4O2 in total at a distorted geometry.

Each line ends with the Löwdin charge.
Element x y z (Å)
C: -0.608 1.337 -0.695  -0.33
C: -0.225 1.265 0.573  -0.11
N: -1.241 1.352 -1.684  0.14
N: -0.092 -1.480 -0.206  -0.10
N: 1.439 -0.102 1.552  0.14
N: 0.626 0.576 1.018  -0.23
O: 0.335 -1.913 0.736  0.27
O: -0.235 -1.036 -1.293  0.23

## Properties
Orbital gap (alpha / beta) (eV): 5.8 / 5.8
ΔE to the lowest compared entry with this formula, charge and spin (kJ/mol): 563.7
DFT total energy (eV): -12118.7795